{"formula": "C51H41BrCaCl2F16GeN4S2", "method": "ωB97M-V/def2-TZVPD", "homo_energy_ev": [0.88, 0.88], "charge": -2, "gap_ev": [2.6344, 2.6338], "elements": ["Ca", "C", "C", "C", "C", "C", "C", "C", "N", "C", "C", "C", "C", "C", "C", "C", "N", "C", "C", "C", "C", "H", "H", "H", "H", "H", "H", "H", "H", "H", "H", "H", "H", "H", "H", "H", "H", "H", "H", "H", "H", "H", "H", "H", "H", "Br", "C", "C", "C", "C", "C", "C", "C", "C", "C", "C", "H", "H", "H", "H", "H", "H", "F", "C", "N", "C", "C", "N", "C", "S", "H", "H", "H", "H", "H", "H", "H", "H", "Cl", "C", "Cl", "H", "H", "F", "C", "C", "C", "F", "C", "F", "C", "F", "C", "F", "Ge", "S", "C", "C", "F", "C", "F", "C", "F", "C", "F", "C", "F", "C", "C", "F", "C", "F", "C", "F", "C", "F", "C", "F", "H"], "positions_angstrom": [[-0.509, 1.190, 0.910], [5.861, 2.449, 4.211], [5.051, 1.190, 4.589], [5.861, -0.068, 4.211], [4.899, 1.190, 6.128], [3.711, 1.190, 3.834], [2.479, 1.190, 4.486], [1.325, 1.190, 3.728], [1.308, 1.190, 2.382], [2.487, 1.190, 1.683], [3.686, 1.190, 2.420], [2.487, 1.190, 0.138], [3.686, 1.190, -0.599], [3.711, 1.190, -2.014], [2.479, 1.190, -2.666], [1.325, 1.190, -1.908], [1.308, 1.190, -0.562], [5.051, 1.190, -2.769], [5.861, -0.069, -2.391], [5.861, 2.449, -2.391], [4.899, 1.190, -4.307], [6.806, 2.492, 4.766], [5.299, 3.363, 4.439], [6.114, 2.476, 3.146], [6.806, -0.111, 4.766], [6.114, -0.095, 3.146], [5.299, -0.982, 4.439], [5.878, 1.191, 6.622], [4.360, 0.303, 6.480], [4.360, 2.078, 6.480], [2.384, 1.190, 5.565], [0.346, 1.190, 4.199], [4.640, 1.190, 1.908], [4.640, 1.190, -0.088], [2.385, 1.190, -3.745], [0.346, 1.190, -2.379], [6.114, -0.096, -1.326], [6.806, -0.112, -2.945], [5.299, -0.983, -2.619], [6.114, 2.476, -1.326], [5.300, 3.363, -2.619], [6.806, 2.492, -2.945], [4.360, 0.302, -4.659], [5.878, 1.190, -4.801], [4.360, 2.078, -4.659], [-1.592, 2.852, 2.784], [-2.290, 1.566, 3.993], [-2.950, 2.023, 5.136], [-3.475, 1.109, 6.046], [-3.342, -0.262, 5.814], [-2.680, -0.736, 4.669], [-2.539, -2.113, 4.424], [-1.879, -2.571, 3.282], [-1.354, -1.659, 2.372], [-1.489, -0.293, 2.606], [-2.146, 0.191, 3.745], [-3.059, 3.088, 5.324], [-3.990, 1.461, 6.936], [-3.759, -0.960, 6.537], [-2.943, -2.841, 5.124], [-1.776, -3.638, 3.104], [-0.838, -2.002, 1.480], [0.786, -0.619, 0.910], [-4.519, 2.568, 0.526], [-3.992, 1.748, -0.546], [-4.875, 0.915, -1.342], [-3.939, 0.264, -2.352], [-2.793, 1.131, -2.349], [-2.792, 1.956, -1.232], [-1.539, 2.973, -0.873], [-5.195, 1.964, 1.139], [-5.065, 3.408, 0.088], [-3.713, 2.953, 1.154], [-5.602, 1.566, -1.840], [-5.395, 0.187, -0.714], [-4.367, 0.195, -3.355], [-3.613, -0.726, -2.019], [-1.970, 1.033, -2.931], [3.088, 4.811, 2.360], [2.063, 4.774, 0.920], [1.030, 3.340, 0.910], [2.698, 4.761, 0.032], [1.433, 5.666, 0.910], [-1.344, -3.931, -0.201], [-0.827, -4.236, -1.418], [-1.175, -3.479, -2.550], [-0.630, -3.821, -3.801], [-0.956, -3.130, -4.920], [0.257, -4.898, -3.910], [0.779, -5.225, -5.118], [0.602, -5.641, -2.778], [1.461, -6.685, -2.889], [0.060, -5.311, -1.534], [0.394, -6.035, -0.436], [-2.411, -2.001, -2.340], [-1.534, -0.585, -0.865], [-4.050, -2.820, -1.700], [-4.672, -3.805, -2.487], [-4.138, -4.173, -3.679], [-5.850, -4.418, -2.048], [-6.446, -5.367, -2.813], [-6.414, -4.056, -0.822], [-7.556, -4.652, -0.398], [-5.799, -3.081, -0.032], [-6.348, -2.733, 1.159], [-4.620, -2.464, -0.465], [-4.049, -1.522, 0.324], [-2.670, -0.973, -3.968], [-3.939, -0.827, -4.560], [-5.038, -1.399, -4.012], [-4.087, -0.073, -5.729], [-5.312, 0.064, -6.295], [-2.978, 0.543, -6.314], [-3.127, 1.274, -7.447], [-1.717, 0.410, -5.729], [-0.641, 1.013, -6.295], [-1.561, -0.342, -4.560], [-0.327, -0.455, -4.005], [-2.615, 1.190, 0.910]]}

{"formula": "C51H41NO4S4SiTi", "method": "ωB97M-V/def2-TZVPD", "homo_energy_ev": [-4.24, -4.24], "charge": -1, "gap_ev": [6.5581, 4.8152], "multiplicity": 2, "elements": ["Ti", "S", "C", "C", "C", "C", "C", "C", "S", "C", "C", "C", "C", "C", "C", "C", "S", "C", "C", "C", "C", "C", "C", "S", "N", "H", "H", "H", "H", "H", "H", "H", "H", "H", "H", "H", "H", "H", "H", "H", "O", "C", "C", "O", "O", "C", "C", "C", "C", "C", "C", "C", "C", "C", "C", "C", "C", "H", "H", "H", "H", "H", "H", "H", "H", "H", "H", "H", "O", "Si", "C", "C", "C", "C", "C", "C", "C", "C", "C", "C", "C", "C", "C", "C", "C", "C", "C", "C", "H", "H", "H", "H", "H", "H", "H", "H", "H", "H", "H", "H", "H", "H", "H"], "positions_angstrom": [[-0.266, 0.705, -0.472], [3.095, -1.888, -1.079], [3.667, -2.499, 0.428], [4.908, -3.163, 0.457], [5.480, -3.581, 1.642], [4.799, -3.386, 2.838], [3.552, -2.780, 2.829], [2.978, -2.323, 1.647], [1.359, -1.598, 1.743], [1.812, 0.090, 2.200], [2.399, 0.942, 1.107], [3.453, 1.749, 1.401], [3.835, 2.743, 0.448], [3.201, 2.818, -0.737], [2.176, 1.855, -1.082], [1.594, 1.758, -2.305], [-1.723, 1.367, -2.248], [-3.148, 1.688, -1.241], [-4.187, 2.399, -1.858], [-5.346, 2.736, -1.188], [-5.497, 2.371, 0.147], [-4.487, 1.666, 0.771], [-3.311, 1.307, 0.103], [-2.159, 0.311, 1.029], [1.766, 0.964, -0.095], [5.413, -3.322, -0.487], [6.445, -4.073, 1.635], [5.228, -3.722, 3.774], [2.998, -2.660, 3.752], [2.499, 0.067, 3.046], [0.873, 0.537, 2.548], [3.930, 1.687, 2.369], [4.628, 3.441, 0.687], [3.472, 3.554, -1.485], [1.048, 0.866, -2.604], [1.759, 2.506, -3.067], [-4.057, 2.685, -2.896], [-6.128, 3.281, -1.702], [-6.390, 2.637, 0.698], [-4.591, 1.377, 1.809], [-2.868, -1.755, -1.164], [-1.963, -2.826, -1.130], [-0.497, -2.354, -1.009], [0.408, -3.158, -0.971], [-0.314, -1.055, -0.963], [-2.339, -3.789, 0.005], [-3.685, -4.149, 0.076], [-4.142, -4.999, 1.067], [-3.259, -5.504, 2.014], [-1.923, -5.145, 1.955], [-1.461, -4.294, 0.956], [-2.057, -3.507, -2.497], [-1.746, -4.851, -2.658], [-1.787, -5.433, -3.916], [-2.135, -4.672, -5.024], [-2.436, -3.327, -4.866], [-2.394, -2.741, -3.608], [-2.764, -1.237, -0.344], [-4.371, -3.740, -0.655], [-5.192, -5.265, 1.104], [-3.613, -6.168, 2.793], [-1.225, -5.525, 2.691], [-0.415, -4.030, 0.923], [-1.467, -5.441, -1.794], [-1.543, -6.483, -4.031], [-2.169, -5.127, -6.007], [-2.698, -2.724, -5.727], [-2.618, -1.690, -3.474], [-0.389, 2.420, 0.195], [-0.659, 4.013, 0.366], [-0.593, 4.863, -1.298], [0.618, 5.349, -1.797], [0.710, 5.892, -3.072], [-0.417, 5.953, -3.879], [-1.627, 5.460, -3.411], [-1.710, 4.918, -2.136], [-2.263, 4.365, 1.271], [-3.172, 5.349, 0.884], [-4.314, 5.612, 1.633], [-4.560, 4.898, 2.795], [-3.659, 3.924, 3.207], [-2.528, 3.662, 2.451], [0.677, 4.700, 1.497], [1.186, 3.879, 2.504], [2.123, 4.345, 3.416], [2.580, 5.652, 3.333], [2.081, 6.492, 2.345], [1.137, 6.019, 1.444], [1.514, 5.282, -1.190], [1.662, 6.258, -3.437], [-0.349, 6.372, -4.876], [-2.505, 5.482, -4.045], [-2.657, 4.512, -1.800], [-2.991, 5.929, -0.013], [-5.011, 6.374, 1.305], [-5.451, 5.097, 3.378], [-3.844, 3.359, 4.114], [-1.849, 2.880, 2.775], [0.850, 2.850, 2.570], [2.506, 3.682, 4.183], [3.318, 6.017, 4.036], [2.428, 7.516, 2.278], [0.748, 6.695, 0.691]]}

{"formula": "C51H42F12GeNO4STl", "method": "ωB97M-V/def2-TZVPD", "homo_energy_ev": [-4.74, -4.56], "charge": -1, "gap_ev": [6.7867, 4.7938], "multiplicity": 2, "elements": ["Tl", "C", "C", "C", "C", "C", "N", "C", "C", "C", "C", "C", "C", "C", "C", "O", "C", "F", "F", "F", "C", "F", "F", "F", "C", "C", "C", "O", "C", "F", "F", "F", "C", "F", "F", "F", "H", "H", "H", "H", "H", "H", "H", "H", "H", "H", "H", "H", "C", "Ge", "C", "C", "C", "C", "C", "C", "C", "C", "C", "C", "C", "C", "C", "C", "C", "C", "H", "H", "H", "H", "H", "H", "H", "H", "H", "H", "H", "H", "H", "H", "H", "C", "C", "C", "O", "C", "H", "H", "H", "H", "H", "H", "H", "H", "C", "C", "O", "S", "C", "C", "C", "C", "C", "C", "C", "C", "H", "H", "H", "H", "H", "H", "H"], "positions_angstrom": [[-1.769, -0.551, -0.082], [0.797, -2.388, -6.098], [0.273, -1.559, -4.965], [1.100, -0.701, -4.257], [0.582, 0.076, -3.246], [-0.759, -0.009, -2.864], [-1.269, 0.757, -1.823], [-1.211, 2.114, -1.819], [-0.579, 2.835, -2.861], [-0.372, 4.195, -2.795], [-0.826, 4.930, -1.709], [-0.560, 6.391, -1.519], [-1.574, 4.259, -0.749], [-1.791, 2.895, -0.776], [-2.652, 2.331, 0.360], [-3.111, 1.080, 0.263], [-1.799, 2.420, 1.677], [-0.708, 1.622, 1.575], [-1.306, 3.621, 2.020], [-2.483, 1.988, 2.738], [-3.916, 3.242, 0.579], [-4.931, 2.540, 1.072], [-4.359, 3.824, -0.546], [-3.735, 4.264, 1.453], [-1.575, -0.967, -3.501], [-1.057, -1.676, -4.574], [-2.965, -1.245, -2.911], [-2.919, -1.591, -1.602], [-3.886, -0.011, -3.230], [-5.136, -0.367, -3.587], [-4.018, 0.861, -2.249], [-3.414, 0.681, -4.297], [-3.650, -2.479, -3.562], [-2.867, -3.571, -3.471], [-4.784, -2.803, -2.941], [-3.962, -2.375, -4.871], [1.817, -2.101, -6.342], [0.173, -2.273, -6.983], [0.789, -3.444, -5.822], [2.153, -0.633, -4.491], [1.230, 0.740, -2.697], [-0.237, 2.287, -3.728], [0.171, 4.687, -3.591], [0.106, 6.787, -2.283], [-0.105, 6.543, -0.540], [-1.495, 6.951, -1.537], [-1.987, 4.854, 0.052], [-1.672, -2.365, -5.131], [1.314, -1.099, 2.334], [1.236, -0.508, 0.394], [2.212, 1.281, 0.577], [1.794, 2.447, -0.046], [2.482, 3.635, 0.128], [3.607, 3.678, 0.928], [4.032, 2.522, 1.560], [3.338, 1.339, 1.388], [2.655, -1.806, -0.334], [2.608, -3.072, 0.198], [3.501, -4.083, -0.175], [4.463, -3.832, -1.113], [4.563, -2.554, -1.698], [5.539, -2.278, -2.680], [5.619, -1.048, -3.270], [4.740, -0.028, -2.871], [3.792, -0.265, -1.913], [3.652, -1.530, -1.306], [2.342, -1.344, 2.593], [0.683, -1.957, 2.536], [0.977, -0.270, 2.946], [0.921, 2.437, -0.682], [2.136, 4.524, -0.378], [4.156, 4.603, 1.049], [4.916, 2.538, 2.182], [3.684, 0.438, 1.877], [1.845, -3.304, 0.924], [3.417, -5.062, 0.281], [5.151, -4.607, -1.422], [6.230, -3.065, -2.952], [6.352, -0.853, -4.042], [4.823, 0.949, -3.327], [3.126, 0.525, -1.597], [0.052, -4.949, -1.494], [-0.550, -5.206, -0.105], [-1.207, -3.866, 0.231], [-0.367, -2.896, -0.375], [-0.046, -3.420, -1.653], [-0.530, -5.437, -2.275], [1.083, -5.298, -1.555], [0.231, -5.419, 0.627], [-1.272, -6.020, -0.102], [-1.249, -3.654, 1.300], [-2.215, -3.791, -0.195], [0.885, -2.958, -1.989], [-0.842, -3.171, -2.357], [-0.982, 3.075, 9.579], [-1.198, 2.242, 8.350], [-1.218, 2.640, 7.224], [-1.439, 0.514, 8.742], [-1.663, -0.103, 7.081], [-2.822, 0.213, 6.389], [-2.951, -0.169, 5.069], [-1.920, -0.870, 4.439], [-0.779, -1.222, 5.167], [-0.648, -0.833, 6.485], [-1.993, -1.115, 3.045], [-2.042, -1.244, 1.840], [-1.893, 3.633, 9.796], [-0.194, 3.801, 9.379], [-0.723, 2.450, 10.428], [-3.606, 0.779, 6.871], [-3.828, 0.104, 4.502], [0.022, -1.764, 4.689], [0.248, -1.066, 7.043]]}

{"formula": "C51H42F3N11O4Tl", "method": "ωB97M-V/def2-TZVPD", "homo_energy_ev": -3.54, "charge": -1, "gap_ev": 4.7088, "elements": ["Tl", "C", "O", "C", "C", "C", "C", "C", "C", "N", "C", "N", "C", "C", "C", "C", "C", "C", "O", "C", "N", "C", "C", "C", "C", "C", "C", "O", "C", "H", "H", "H", "H", "H", "H", "H", "H", "H", "H", "H", "H", "H", "H", "H", "H", "H", "H", "H", "H", "H", "H", "C", "N", "C", "N", "C", "N", "C", "C", "C", "C", "C", "C", "C", "N", "N", "C", "O", "C", "C", "C", "C", "C", "C", "N", "C", "N", "C", "N", "C", "H", "H", "H", "H", "H", "H", "H", "H", "H", "H", "H", "H", "H", "H", "H", "H", "F", "C", "F", "F", "C", "C", "C", "C", "C", "C", "C", "C", "H", "H", "H", "H"], "positions_angstrom": [[-0.590, -1.064, -0.674], [-0.463, -3.609, 4.431], [-0.557, -5.027, 4.343], [-1.764, -5.657, 4.297], [-1.761, -6.931, 4.863], [-2.896, -7.716, 4.908], [-4.080, -7.234, 4.371], [-4.094, -5.983, 3.787], [-2.958, -5.172, 3.730], [-3.084, -3.892, 3.163], [-2.304, -3.418, 2.085], [-1.582, -4.377, 1.487], [-0.439, -4.447, 0.634], [0.288, -3.393, 0.052], [1.431, -3.777, -0.662], [1.818, -5.095, -0.844], [1.068, -6.111, -0.280], [-0.047, -5.788, 0.463], [-0.840, -6.772, 1.063], [-0.143, -7.628, 1.947], [-2.307, -2.174, 1.802], [-3.120, -1.255, 2.429], [-2.573, -0.201, 3.158], [-3.379, 0.788, 3.705], [-4.750, 0.747, 3.523], [-5.320, -0.274, 2.767], [-4.519, -1.267, 2.234], [-4.993, -2.349, 1.540], [-6.284, -2.250, 0.980], [0.435, -3.409, 5.015], [-1.325, -3.177, 4.941], [-0.351, -3.154, 3.447], [-0.825, -7.283, 5.278], [-2.860, -8.690, 5.377], [-4.982, -7.831, 4.392], [-5.004, -5.601, 3.339], [-4.035, -3.556, 3.120], [-1.823, -5.317, 1.772], [2.044, -2.999, -1.112], [2.707, -5.338, -1.418], [1.352, -7.147, -0.427], [0.624, -8.205, 1.424], [-0.877, -8.307, 2.381], [0.327, -7.052, 2.751], [-1.500, -0.186, 3.298], [-2.934, 1.597, 4.274], [-5.389, 1.496, 3.973], [-6.392, -0.288, 2.620], [-6.422, -3.154, 0.391], [-6.363, -1.374, 0.330], [-7.055, -2.199, 1.757], [-1.269, 7.346, -1.057], [-0.708, 6.395, -1.974], [-0.193, 5.176, -1.736], [0.304, 4.680, -2.846], [0.047, 5.637, -3.764], [-0.557, 6.697, -3.277], [-0.266, 7.821, -0.030], [-0.615, 8.891, 0.790], [0.287, 9.384, 1.722], [1.543, 8.818, 1.844], [1.890, 7.733, 1.037], [0.976, 7.235, 0.114], [3.207, 7.152, 1.146], [4.252, 7.692, 1.689], [5.283, 6.833, 1.508], [4.817, 5.781, 0.906], [3.492, 5.918, 0.635], [5.575, 4.594, 0.565], [6.964, 4.701, 0.593], [7.743, 3.617, 0.271], [7.158, 2.408, -0.040], [5.773, 2.257, -0.051], [5.309, 0.841, -0.385], [3.995, 0.386, 0.018], [2.787, 0.358, -0.596], [1.922, -0.272, 0.189], [2.646, -0.591, 1.279], [3.893, -0.213, 1.217], [4.967, 3.361, 0.229], [-2.137, 6.923, -0.545], [-1.596, 8.189, -1.664], [-0.222, 4.683, -0.780], [0.298, 5.533, -4.805], [-1.589, 9.350, 0.671], [0.005, 10.218, 2.351], [2.265, 9.179, 2.562], [1.280, 6.412, -0.516], [7.405, 5.652, 0.857], [8.821, 3.706, 0.265], [7.782, 1.550, -0.258], [5.985, 0.159, 0.132], [5.410, 0.688, -1.463], [2.575, 0.760, -1.573], [2.233, -1.122, 2.118], [3.887, 3.290, 0.221], [0.153, 0.518, -10.319], [-0.721, -0.437, -9.939], [-0.349, -1.567, -10.592], [-1.911, -0.088, -10.497], [-0.795, -0.629, -8.466], [-0.136, 0.229, -7.593], [-0.171, -0.016, -6.235], [-0.861, -1.123, -5.712], [-1.552, -1.953, -6.611], [-1.517, -1.712, -7.968], [-0.814, -1.398, -4.321], [-0.686, -1.676, -3.130], [0.405, 1.079, -7.987], [0.351, 0.635, -5.547], [-2.098, -2.801, -6.221], [-2.039, -2.361, -8.660]]}

Strongest force on any atom / hartree/bohr: 0.0872, 0.0423, 0.0445, 0.0226